No. 1
106
Properties=species:S:1:pos:R:3:forces:R:3:lowdin_charge:R:1 method="wB97M-V/def2-TZVPD" de_lowest_kcal_mol=8.5 molar_mass_g_mol=959.1 orbital_gap_ev=6.4155
Na -0.3439 -1.4854 -1.5546 0.30 -0.57 -0.33 0.13
N 0.2152 -2.0978 0.4895 0.01 -0.06 0.29 -0.26
S 0.0448 -1.1791 1.5872 0.20 0.42 0.05 0.76
N 0.7518 0.3683 1.5017 0.01 -0.29 0.05 -0.35
S 0.2030 1.7139 1.0429 -0.05 0.05 0.06 0.83
N -0.4396 2.0423 -0.3024 -0.02 -0.03 -0.14 -0.35
S 0.0161 1.7563 -1.8962 -0.24 -0.04 0.13 0.75
N 0.2538 0.4311 -2.4091 0.24 0.34 -0.01 -0.26
C 1.4128 2.8446 -2.1031 0.27 0.00 -0.06 -0.30
C 2.5934 2.3415 -1.5589 -0.04 0.07 -0.04 -0.09
C 3.7770 3.0305 -1.7397 0.03 0.00 0.03 -0.07
C 3.7931 4.2036 -2.4848 0.02 0.02 0.00 -0.08
C 2.6274 4.6696 -3.0666 -0.07 -0.02 -0.02 -0.07
C 1.4285 3.9855 -2.8873 0.05 -0.01 0.09 -0.06
C -1.4256 2.6017 -2.5467 -0.24 -0.30 -0.15 -0.31
C -2.2488 1.7316 -3.2469 -0.16 0.30 -0.14 -0.05
C -3.4688 2.1995 -3.7271 0.09 -0.10 0.01 -0.05
C -3.8472 3.5104 -3.5094 -0.01 0.08 0.03 -0.08
C -3.0229 4.3653 -2.7837 -0.03 0.05 0.00 -0.08
C -1.8167 3.9100 -2.2834 0.09 -0.05 0.11 -0.09
C -1.0243 2.3363 2.1781 0.12 0.17 0.10 -0.29
C -0.6314 2.4877 3.5027 -0.04 0.03 0.01 -0.07
C -1.5378 2.9793 4.4238 -0.04 0.00 0.01 -0.06
C -2.8251 3.3116 4.0184 0.06 -0.02 0.01 -0.07
C -3.1984 3.1616 2.6943 -0.03 -0.02 -0.09 -0.05
C -2.2940 2.6812 1.7553 -0.05 -0.04 0.06 -0.05
C 1.5779 2.8049 1.3408 -0.12 0.17 0.06 -0.32
C 1.3980 4.1350 0.9767 0.10 -0.07 0.05 -0.06
C 2.4310 5.0310 1.1797 -0.01 0.00 -0.04 -0.06
C 3.6255 4.5935 1.7385 0.01 0.00 0.00 -0.07
C 3.7853 3.2658 2.1003 0.03 -0.06 0.03 -0.06
C 2.7543 2.3542 1.9081 0.05 0.08 -0.04 -0.06
C 0.8736 -1.6572 3.1016 0.20 -0.37 -0.02 -0.31
C 1.0362 -0.8677 4.2321 -0.06 0.06 -0.13 -0.09
C 1.7232 -1.3751 5.3192 0.05 -0.07 0.07 -0.07
C 2.2580 -2.6592 5.2716 0.00 0.10 0.08 -0.08
C 2.1032 -3.4357 4.1385 -0.06 -0.01 -0.17 -0.06
C 1.4055 -2.9367 3.0427 -0.01 0.03 0.19 -0.06
C -1.6406 -0.8443 2.0731 -0.17 0.11 -0.10 -0.29
C -2.1181 -0.9908 3.3681 -0.05 0.02 -0.04 -0.05
C -3.4734 -0.8097 3.6132 0.05 -0.02 0.03 -0.07
C -4.3371 -0.5071 2.5731 -0.03 0.01 0.02 -0.07
C -3.8524 -0.3769 1.2808 0.02 0.03 -0.09 -0.05
C -2.5009 -0.5383 1.0203 -0.11 -0.03 0.23 -0.06
H 2.5813 1.3988 -1.0264 -0.03 -0.08 0.03 0.11
H 4.6935 2.6450 -1.3135 0.02 -0.01 0.02 0.11
H 4.7230 4.7360 -2.6322 0.02 0.02 -0.01 0.11
H 2.6435 5.5576 -3.6834 0.01 0.03 -0.01 0.11
H 0.5366 4.3276 -3.3853 -0.15 0.06 0.00 0.10
H -1.9652 0.6984 -3.3840 0.11 -0.11 0.05 0.09
H -4.1222 1.5229 -4.2597 -0.02 -0.03 -0.01 0.11
H -4.7958 3.8692 -3.8854 -0.02 0.02 -0.01 0.10
H -3.3313 5.3849 -2.5937 0.00 0.01 0.01 0.10
H -1.2086 4.5602 -1.6694 0.10 0.02 -0.01 0.11
H 0.3793 2.2521 3.8071 0.06 -0.03 -0.02 0.11
H -1.2427 3.1086 5.4557 0.02 0.00 0.03 0.11
H -3.5340 3.6951 4.7377 -0.04 0.01 0.05 0.11
H -4.2005 3.4176 2.3800 -0.03 0.01 -0.01 0.11
H -2.5708 2.5628 0.7185 0.02 0.00 -0.07 0.11
H 0.4662 4.4527 0.5316 -0.08 0.02 -0.03 0.12
H 2.3108 6.0669 0.8939 -0.01 0.02 -0.01 0.11
H 4.4356 5.2932 1.8923 0.02 0.02 0.00 0.11
H 4.7168 2.9325 2.5369 0.03 -0.02 0.01 0.11
H 2.8629 1.3126 2.1695 -0.03 -0.08 0.03 0.11
H 0.6215 0.1290 4.2628 -0.02 0.06 -0.02 0.09
H 1.8453 -0.7714 6.2079 0.01 0.03 0.03 0.11
H 2.7979 -3.0489 6.1238 0.01 0.00 0.03 0.10
H 2.5215 -4.4323 4.1017 0.00 -0.02 -0.02 0.11
H 1.2683 -3.5161 2.1391 -0.01 -0.01 -0.06 0.10
H -1.4600 -1.2705 4.1757 0.04 0.00 0.05 0.10
H -3.8558 -0.9288 4.6184 0.02 -0.01 0.02 0.11
H -5.3945 -0.3875 2.7666 -0.03 0.00 0.01 0.11
H -4.5232 -0.1690 0.4583 -0.01 0.01 -0.02 0.11
H -2.1628 -0.4484 -0.0025 0.08 -0.10 -0.12 0.09
C 4.4484 -1.7429 -1.6074 0.16 0.03 0.01 -0.29
P 2.6691 -1.9868 -2.0011 -0.02 0.01 -0.05 0.91
C 2.7451 -1.7100 -3.8129 0.03 0.00 -0.13 -0.29
C 2.5262 -3.8069 -1.8974 0.04 0.05 0.06 -0.39
C 1.8559 -4.5496 -2.8639 -0.05 -0.01 -0.07 -0.10
C 1.6383 -5.9107 -2.6952 0.00 0.03 -0.02 -0.08
C 2.0924 -6.5528 -1.5559 0.01 -0.02 0.02 -0.09
C 2.7612 -5.8226 -0.5818 0.00 -0.02 0.01 -0.09
C 2.9667 -4.4643 -0.7477 0.01 0.02 0.01 -0.11
H 4.6387 -1.8888 -0.5446 -0.04 -0.02 0.02 0.03
H 4.6974 -0.7059 -1.8442 0.00 0.01 0.01 0.02
H 5.1099 -2.3988 -2.1766 -0.04 -0.03 -0.03 0.05
H 3.4138 -2.4067 -4.3232 0.02 0.02 0.02 0.05
H 3.0931 -0.6878 -3.9712 0.02 0.00 0.02 0.03
H 1.7567 -1.7622 -4.2687 -0.05 -0.04 0.07 0.03
H 1.4785 -4.0684 -3.7578 0.01 0.01 0.00 0.10
H 1.1024 -6.4610 -3.4575 -0.01 -0.03 0.01 0.11
H 1.9194 -7.6118 -1.4200 0.00 -0.02 0.00 0.10
H 3.1161 -6.3106 0.3171 0.00 -0.03 0.01 0.10
H 3.4682 -3.9086 0.0356 0.01 0.04 0.02 0.09
F -5.7064 -5.7821 -1.6200 0.00 -0.01 -0.01 0.09
C -4.8928 -4.7167 -1.7419 0.02 0.03 0.00 -0.16
C -3.5342 -4.8834 -1.9685 -0.02 0.07 0.00 -0.15
F -3.0232 -6.1194 -2.0662 -0.02 -0.03 0.00 0.10
C -2.7134 -3.7832 -2.0870 -0.17 -0.17 0.06 -0.13
F -1.3897 -3.9788 -2.2880 0.03 0.04 -0.01 0.08
C -3.1744 -2.4514 -1.9894 0.31 0.20 0.01 -0.33
O -2.3756 -1.4526 -2.0866 -0.52 0.19 -0.11 -0.13
C -4.5572 -2.3339 -1.7616 -0.26 -0.23 -0.02 -0.15
F -5.1119 -1.1036 -1.6662 0.06 0.04 0.00 0.07
C -5.3924 -3.4301 -1.6407 0.07 0.03 -0.01 -0.16
F -6.7045 -3.2448 -1.4239 -0.01 -0.02 0.01 0.10

=====

No. 2
101
Properties=species:S:1:pos:R:3:forces:R:3:lowdin_charge:R:1 method="wB97M-V/def2-TZVPD" de_lowest_kcal_mol=0.0 total_charge=+2 molar_mass_g_mol=897.1 orbital_gap_ev=6.2845
Zr 1.1114 1.0335 0.4195 -0.15 -0.61 -0.08 1.58
O 3.2261 2.0519 3.8325 -0.14 -0.10 0.11 0.15
C 2.7706 1.4852 2.8768 -0.25 0.09 -0.13 -0.44
N 1.4694 1.5987 2.3665 0.46 0.31 0.01 -0.09
C 0.7104 2.7562 2.7781 0.33 -0.19 0.10 -0.24
C 0.5402 3.1290 4.0988 -0.11 0.02 0.03 -0.01
C -0.1021 4.3268 4.3747 -0.02 0.01 -0.06 -0.05
C -0.5533 5.1335 3.3379 -0.01 -0.01 0.03 -0.05
C -0.3937 4.7582 2.0115 -0.14 -0.02 0.04 0.00
C 0.2351 3.5532 1.7330 0.13 0.09 -0.41 -0.22
N 0.5341 3.0261 0.4360 -0.19 0.37 -0.19 -0.09
C 0.2268 3.6425 -0.7620 0.13 -0.11 0.24 -0.44
O -0.4354 4.6322 -0.9498 0.01 0.04 0.03 0.12
C 0.8484 2.9151 -1.9494 0.03 -0.01 0.16 -0.18
C 0.7428 3.4473 -3.2142 -0.01 0.03 -0.07 0.04
C 1.3176 2.7624 -4.2750 -0.02 0.04 -0.05 0.01
C 1.9603 1.5554 -4.0401 0.00 -0.02 0.01 -0.01
C 2.0196 1.0776 -2.7481 -0.04 -0.03 0.06 -0.11
N 1.4882 1.7484 -1.7131 -0.11 0.20 -0.01 -0.04
C 3.6642 0.6049 2.0390 -0.18 -0.04 0.13 -0.20
C 4.8124 0.0836 2.5917 0.17 0.05 -0.14 0.04
C 5.6578 -0.6536 1.7778 0.03 -0.02 0.03 0.02
C 5.3253 -0.8221 0.4415 0.01 -0.01 -0.02 -0.01
C 4.1463 -0.2844 -0.0300 -0.06 0.10 0.02 -0.12
N 3.3027 0.4051 0.7557 0.18 -0.07 0.19 -0.02
H 0.9216 2.5059 4.8943 0.01 0.01 -0.01 0.12
H -0.2345 4.6376 5.4018 0.00 0.01 0.00 0.12
H -1.0416 6.0727 3.5613 0.01 0.01 0.01 0.12
H -0.7542 5.3834 1.2096 0.02 -0.01 0.02 0.11
H 0.2169 4.3840 -3.3357 0.00 0.00 -0.02 0.14
H 1.2603 3.1628 -5.2786 -0.01 0.01 0.00 0.13
H 2.4093 0.9846 -4.8401 0.00 0.02 -0.02 0.13
H 2.4785 0.1193 -2.5340 0.01 0.00 0.00 0.10
H 5.0301 0.2929 3.6292 0.01 0.00 0.00 0.14
H 6.5720 -1.0768 2.1724 0.00 0.00 0.00 0.13
H 5.9690 -1.3647 -0.2363 0.02 0.00 0.01 0.13
H 3.8664 -0.4045 -1.0660 -0.01 0.00 0.00 0.09
C -0.7578 -2.6262 0.6610 -0.13 -0.05 0.03 -0.28
N -1.8755 -1.9970 0.0054 0.11 0.05 0.00 -0.18
C -2.4267 -0.8991 0.7652 -0.07 -0.08 -0.02 -0.28
P -1.6602 0.7250 0.3079 -0.12 0.04 -0.23 1.03
C -2.3165 0.9485 -1.3733 -0.08 -0.02 0.04 -0.36
C -3.6539 1.3024 -1.5743 -0.04 -0.06 -0.04 -0.10
C -4.1927 1.3005 -2.8499 0.01 0.02 0.01 -0.04
C -3.4147 0.9314 -3.9408 0.01 0.01 0.00 -0.04
C -2.0900 0.5713 -3.7527 -0.02 0.03 0.05 -0.05
C -1.5482 0.5855 -2.4746 0.08 -0.01 -0.04 -0.12
C -2.5165 1.9076 1.3722 0.01 -0.01 0.05 -0.38
C -2.6108 1.6264 2.7366 -0.01 0.05 0.03 -0.09
C -3.2774 2.4978 3.5842 0.01 -0.01 -0.07 -0.05
C -3.8554 3.6516 3.0740 0.00 0.01 0.00 -0.05
C -3.7385 3.9506 1.7242 0.02 0.01 0.03 -0.05
C -3.0595 3.0912 0.8754 0.02 0.08 -0.02 -0.10
C -2.6429 -2.6819 -0.9795 0.03 0.00 0.05 -0.22
C -2.1957 -3.8807 -1.5424 -0.04 0.04 -0.04 -0.05
C -2.9338 -4.5209 -2.5285 0.02 0.00 0.02 -0.07
C -4.1265 -3.9887 -2.9875 0.01 0.02 0.03 -0.08
C -4.5702 -2.7971 -2.4381 0.00 0.00 0.00 -0.06
C -3.8431 -2.1484 -1.4516 0.01 -0.02 -0.03 -0.03
P 0.8881 -1.8042 0.4329 0.06 -0.06 0.16 1.01
C 1.4818 -2.3561 -1.1960 -0.08 0.00 -0.05 -0.37
C 2.7780 -2.8141 -1.4342 0.08 0.02 0.00 -0.12
C 3.1779 -3.1431 -2.7226 -0.03 0.01 0.00 -0.05
C 2.2875 -3.0301 -3.7831 -0.01 0.01 -0.01 -0.05
C 0.9903 -2.5923 -3.5523 0.03 0.01 0.03 -0.05
C 0.5923 -2.2488 -2.2686 0.01 -0.04 -0.05 -0.12
C 1.8382 -2.6563 1.7181 0.04 -0.10 -0.12 -0.38
C 2.2700 -3.9730 1.5415 0.01 -0.05 0.01 -0.08
C 2.8617 -4.6577 2.5911 0.01 0.02 0.03 -0.05
C 3.0172 -4.0420 3.8274 -0.01 0.02 -0.02 -0.05
C 2.5721 -2.7417 4.0172 0.00 -0.04 -0.04 -0.06
C 1.9843 -2.0528 2.9657 -0.03 0.12 0.06 -0.11
H -0.6281 -3.6620 0.3595 -0.04 -0.01 0.00 0.09
H -0.9026 -2.6421 1.7481 -0.02 -0.02 0.00 0.11
H -2.3014 -1.0785 1.8362 0.03 0.04 0.02 0.09
H -3.4954 -0.7762 0.5992 0.00 -0.07 0.03 0.10
H -4.2871 1.5652 -0.7364 0.01 -0.03 -0.02 0.11
H -5.2292 1.5757 -2.9919 0.00 0.01 0.00 0.12
H -3.8440 0.9203 -4.9336 -0.01 0.01 0.00 0.12
H -1.4801 0.2730 -4.5958 0.01 0.00 0.00 0.11
H -0.5156 0.2853 -2.3500 0.00 -0.01 0.03 0.06
H -2.1614 0.7341 3.1562 0.01 -0.03 -0.01 0.10
H -3.3492 2.2717 4.6393 0.00 0.00 0.01 0.12
H -4.3875 4.3244 3.7332 0.00 0.00 0.00 0.12
H -4.1670 4.8623 1.3298 -0.01 0.00 0.00 0.12
H -2.9554 3.3540 -0.1699 0.02 0.00 0.05 0.11
H -1.2649 -4.3374 -1.2430 0.02 -0.02 0.00 0.10
H -2.5611 -5.4516 -2.9356 0.00 0.00 0.00 0.11
H -4.6987 -4.4922 -3.7535 0.00 0.00 0.00 0.11
H -5.4995 -2.3557 -2.7743 0.00 0.00 0.00 0.11
H -4.2316 -1.2163 -1.0752 -0.01 0.01 0.00 0.08
H 3.4766 -2.9316 -0.6152 -0.03 0.00 -0.01 0.09
H 4.1811 -3.5097 -2.8953 0.01 -0.01 0.00 0.12
H 2.5990 -3.3035 -4.7824 0.01 -0.01 0.00 0.12
H 0.2782 -2.5352 -4.3655 0.00 0.01 -0.01 0.12
H -0.4281 -1.9314 -2.1044 -0.03 0.03 0.01 0.08
H 2.1427 -4.4749 0.5897 -0.03 0.02 0.02 0.11
H 3.1916 -5.6778 2.4479 0.01 0.00 0.00 0.12
H 3.4746 -4.5816 4.6456 0.00 -0.01 0.00 0.12
H 2.6724 -2.2665 4.9837 0.01 0.01 0.01 0.12
H 1.6193 -1.0433 3.1367 -0.01 -0.06 -0.05 0.09

=====

| no. | highest occupied orbital energy (eV) |
| --- | --- |
| 1 | -6.616 |
| 2 | -12.501 |